Entry 1:
Computed, not measured: a molecular structure, C35H38FN3O3SiTi in a non-equilibrium geometry, with ωB97M-V/def2-TZVPD.

LUMO (alpha / beta)	-3.1 / -3.1	eV
2S+1	2
net charge	+1
electronic energy	-2985.019366	Eh
highest occupied orbital energy (alpha / beta)	-7.292 / -10.118	eV
strongest force on any atom	2.4	eV/A

Structure (XYZ):
```
82
Properties=species:S:1:pos:R:3:forces:R:3
C 0.0163 2.6247 -0.6387 -1.0 0.5 -0.7
C 0.4137 2.6064 -2.0098 -0.8 0.2 0.3
C -0.6997 2.1473 -2.7797 -0.2 0.3 0.5
H 1.3676 2.9568 -2.3995 -0.3 -0.3 0.1
C -1.7722 1.8375 -1.8842 0.4 1.0 0.1
C -1.3355 2.1509 -0.5549 0.4 0.9 -0.8
H -1.9609 2.1538 0.3349 0.3 -0.4 -0.2
H 0.5937 3.0329 0.1868 0.0 -0.5 -0.2
H -0.7583 2.1049 -3.8617 0.1 -0.2 0.2
H -2.7759 1.5371 -2.1736 0.3 -0.2 0.1
Ti -0.1126 0.3829 -1.3508 0.0 -1.8 0.8
C 0.4999 -0.5662 -3.1645 0.4 1.2 2.1
H -0.5895 -0.4134 -3.4133 1.2 -0.2 -0.1
H 0.8085 -1.6185 -3.1875 -0.2 0.4 0.2
H 1.2117 0.1131 -3.6607 -0.6 -0.6 -0.2
Si -0.1678 -0.4331 -5.9566 -0.1 -0.6 -0.7
C 1.3004 -0.7173 -7.0632 0.4 0.2 0.0
C 2.0962 0.4424 -7.1200 0.4 -0.3 -0.2
H 1.7945 1.3397 -6.5759 0.1 -0.3 -0.1
C 3.2838 0.4663 -7.8453 -0.1 -0.2 -0.1
H 3.8869 1.3721 -7.8411 0.0 -0.2 -0.1
C 3.6875 -0.6700 -8.5506 -0.3 0.0 0.2
H 4.6323 -0.6564 -9.0949 -0.3 -0.1 0.1
C 2.8748 -1.8110 -8.5491 -0.1 0.0 0.1
H 3.1814 -2.6888 -9.1223 -0.1 0.3 0.2
C 1.6800 -1.8451 -7.8115 0.4 0.5 0.0
H 1.0561 -2.7424 -7.8181 0.2 0.2 0.0
C -1.5146 0.3181 -6.9919 -0.8 0.0 -0.3
C -1.2794 0.6934 -8.3292 -0.2 0.3 0.3
H -0.4564 0.2451 -8.8930 -0.2 0.2 0.2
C -2.0505 1.6998 -8.9258 -0.1 -0.1 0.2
H -1.8286 2.0163 -9.9471 -0.1 -0.1 0.3
C -3.0853 2.3130 -8.2114 0.2 -0.3 0.1
H -3.6682 3.1137 -8.6686 0.2 -0.2 0.1
C -3.3720 1.8909 -6.9084 0.0 -0.2 0.1
H -4.1836 2.3584 -6.3481 0.2 -0.1 -0.2
C -2.6098 0.8837 -6.3068 0.2 0.4 -0.6
H -2.8224 0.5763 -5.2798 0.0 0.1 -0.2
H 0.1883 0.7896 -5.2571 0.1 0.3 0.2
H -0.4305 -1.5208 -4.9432 -0.4 0.1 -1.3
F 1.0199 2.7308 4.9361 -0.6 -0.4 -0.2
C 0.5993 1.4789 4.5369 0.5 -0.1 0.9
C 0.5783 1.1970 3.1902 0.1 -0.3 -0.1
C 0.3328 -0.1343 2.7583 -0.3 0.2 0.0
C 0.1682 -0.5210 1.4018 0.3 0.1 0.6
O 0.6093 0.2155 0.3993 0.1 0.2 -0.6
C -0.4435 -1.7711 1.1456 0.0 -1.0 0.2
C -0.3701 -2.7506 2.1107 -0.7 0.7 -1.0
N -0.0150 -2.4564 3.3890 0.4 0.2 -0.5
C -0.0227 -3.4797 4.3708 0.0 -0.5 0.4
C 0.3811 -4.8561 3.9506 0.0 -0.2 0.2
C 1.2770 -4.0590 4.8562 0.3 0.1 0.2
C 0.1831 -1.1285 3.7657 0.2 0.2 1.0
C 0.2401 -0.8081 5.1272 -0.4 0.0 -0.4
C 0.3431 0.5289 5.5564 0.3 0.5 -1.6
N 0.1577 0.8638 6.9081 -0.3 -0.4 0.8
C 0.9228 0.1329 7.9081 0.2 0.3 -0.4
C 0.1531 0.0314 9.2206 0.1 -0.7 -0.7
N -0.2532 1.4089 9.5757 0.2 0.3 1.1
C -1.1033 2.1042 8.5936 -0.3 0.0 -0.9
C -0.3051 2.1795 7.2994 0.3 -0.2 -0.5
C -1.2199 -2.0374 -0.1056 0.0 -1.0 -0.1
O -1.7910 -3.0994 -0.2531 0.3 0.8 -0.2
O -1.2758 -1.0394 -1.0060 0.1 -0.1 0.6
H 0.7575 1.9728 2.4530 0.1 -0.1 0.2
H -0.6300 -3.7803 1.8952 -0.3 0.3 0.0
H -0.8232 -3.3886 5.1082 0.1 -0.1 -0.2
H -0.1558 -5.6879 4.4001 0.1 0.1 -0.3
H 0.7157 -4.9876 2.9221 -0.1 -0.1 0.4
H 2.2056 -3.6746 4.4247 -0.4 -0.1 0.2
H 1.3060 -4.3435 5.9082 0.2 0.1 -0.3
H 0.1358 -1.6003 5.8686 -0.1 0.3 -0.3
H 1.8933 0.6454 8.1026 -0.2 -0.2 0.0
H 1.1565 -0.8642 7.5136 0.0 0.3 0.3
H -0.7570 -0.5676 9.1343 0.1 0.1 -0.1
H 0.7829 -0.3694 10.0196 -0.1 0.1 -0.1
H -0.7211 1.4000 10.4803 0.2 0.1 0.2
H 0.6064 1.9556 9.6373 0.1 0.2 0.4
H -1.3311 3.1008 8.9712 0.0 -0.1 0.1
H -2.0256 1.5313 8.4965 0.1 0.0 -0.1
H 0.5563 2.8600 7.4451 -0.3 0.1 0.0
H -0.9386 2.5831 6.5001 0.2 0.0 0.3
```
Forces are in eV/Å.

***

Entry 2:
Computed, not measured: a molecular structure, C31H33BF3MoN9O2Si in a non-equilibrium geometry, with ωB97M-V/def2-TZVPD.

LUMO (alpha / beta)	-7.3 / -7.9	eV
2S+1	3
net charge	+2
electronic energy	-2526.179162	Eh
highest occupied orbital energy (alpha / beta)	-13.936 / -13.821	eV
strongest force on any atom	2.3	eV/A

Structure (XYZ):
```
81
Properties=species:S:1:pos:R:3:forces:R:3
Mo 0.0381 0.0784 0.0977 -0.7 -0.5 1.1
C -3.7805 -0.3062 -2.0361 0.2 0.1 0.0
C -2.3994 -0.4049 -1.9534 -0.3 -0.1 0.0
N -1.9989 -0.2002 -0.6942 0.4 -0.4 -0.3
N -3.0991 0.0461 0.0308 -0.5 0.0 0.1
C -4.1841 -0.0105 -0.7473 0.2 -0.1 -0.3
B -3.0206 0.3362 1.5331 0.6 -0.1 -0.2
N -2.1628 1.5852 1.7081 -0.4 0.4 0.2
C -2.4862 2.7657 2.2404 0.3 0.1 -0.1
C -1.3735 3.5864 2.1757 0.1 -0.1 -0.1
C -0.3950 2.8060 1.5766 -0.2 0.3 0.2
N -0.8872 1.5930 1.3015 0.0 0.1 0.1
N -2.2237 -0.8007 2.1667 -0.4 0.0 0.3
C -2.6458 -1.6620 3.0969 0.3 -0.2 0.0
C -1.6382 -2.5787 3.3293 0.0 0.1 -0.1
C -0.6166 -2.1903 2.4753 -0.4 -0.1 0.1
N -0.9693 -1.0961 1.7838 0.8 -0.4 -0.5
H -4.3972 -0.4286 -2.9015 -0.1 0.0 -0.2
H -1.7018 -0.6209 -2.7424 0.2 0.0 0.0
H -5.1695 0.1594 -0.3653 -0.2 0.0 0.3
H -4.0853 0.4701 2.0055 -0.4 0.0 0.2
H -3.4670 2.9595 2.6238 -0.2 -0.1 0.1
H -1.2882 4.5980 2.5111 0.0 0.2 0.1
H 0.6141 3.0818 1.3333 0.1 0.0 0.0
H -3.6180 -1.5715 3.5384 -0.2 0.1 0.0
H -1.6424 -3.4055 4.0080 0.0 -0.2 0.1
H 0.3244 -2.6822 2.3360 0.2 0.0 -0.1
O 7.8499 -2.0738 -0.5135 0.5 -0.4 0.2
C 7.3830 -0.8430 -0.6899 -0.5 0.3 0.0
O 8.1048 0.1001 -0.8227 0.0 -0.1 0.0
C 5.8789 -0.6801 -0.7435 -0.2 0.2 0.0
C 4.9580 -1.5938 -0.2437 0.1 0.2 -0.1
C 3.5956 -1.3551 -0.3429 -0.4 0.1 0.0
C 3.1167 -0.2091 -0.9705 1.2 -0.5 0.0
C 4.0531 0.7270 -1.4379 -0.3 -0.2 0.0
C 5.4048 0.4982 -1.3181 0.2 -0.1 0.0
N 1.7408 0.0863 -1.1658 -0.2 0.0 -2.2
C 1.5201 0.5631 -2.3899 1.3 -1.0 1.4
C 0.3893 1.3674 -2.5709 -1.7 1.1 -0.3
C 0.0636 2.0218 -3.7769 0.6 -0.7 0.7
C -0.9929 2.8944 -3.8122 -0.6 0.2 0.7
C -1.7084 3.0962 -2.6240 0.3 -0.1 -0.7
C -1.3573 2.4082 -1.4876 -0.1 -0.1 0.5
N -0.3294 1.5390 -1.4211 0.4 1.0 -1.4
H 7.1805 -2.7651 -0.4575 -0.1 0.2 -0.1
H 5.2826 -2.5030 0.2417 0.0 -0.1 0.1
H 2.9007 -2.0797 0.0430 -0.1 -0.1 0.1
H 3.7067 1.6528 -1.8749 0.0 0.1 0.0
H 6.1256 1.2278 -1.6587 0.0 0.0 0.0
H 2.2522 0.4159 -3.1767 0.0 0.1 0.1
H 0.6760 1.8336 -4.6422 0.1 0.0 -0.2
H -1.2744 3.4130 -4.7149 0.0 0.0 -0.1
H -2.5417 3.7789 -2.5861 -0.1 0.1 0.0
H -1.9465 2.5704 -0.5949 0.1 -0.2 0.1
F 5.5752 0.3116 4.7539 -0.2 0.0 0.1
C 5.5554 0.6645 3.4748 0.3 -0.2 0.0
F 6.1855 1.8241 3.3464 -0.1 0.2 -0.1
F 6.2550 -0.2609 2.7874 0.0 0.0 0.0
C 4.1574 0.6993 2.8987 -0.4 -0.1 -0.2
C 3.1909 -0.2113 3.3096 0.2 0.3 -0.2
C 2.0082 -0.2835 2.5986 -0.2 -0.4 0.2
N 1.7402 0.4470 1.5046 0.3 0.4 0.4
C 2.6343 1.4058 1.2053 0.2 0.2 0.1
C 3.8413 1.5679 1.8627 -0.1 -0.1 0.2
H 3.3580 -0.8670 4.1508 0.0 0.0 0.0
H 1.2427 -0.9718 2.9239 0.1 0.1 -0.1
H 2.3928 2.0714 0.3866 0.0 -0.1 -0.1
H 4.5393 2.3342 1.5589 0.0 0.0 -0.1
C -1.6669 -3.2694 -0.7688 0.6 0.3 0.0
Si 0.1001 -2.5319 -0.8046 -0.2 -0.4 -0.2
C 0.6814 -2.5423 -2.6428 -0.2 0.1 0.8
C 1.2246 -3.8013 0.1340 -0.3 0.5 -0.2
H -1.5913 -4.3490 -0.6965 0.1 -0.3 0.0
H -2.2016 -3.0580 -1.6873 -0.1 0.1 -0.2
H -2.2888 -2.9411 0.0566 0.0 0.2 0.2
H 0.4186 -3.5132 -3.0565 -0.1 -0.2 -0.1
H 1.7570 -2.4297 -2.7487 0.2 0.0 0.1
H 0.1999 -1.7914 -3.2644 -0.1 0.1 -0.1
H 2.0492 -4.1237 -0.4976 0.1 0.0 -0.2
H 0.6287 -4.6843 0.3506 -0.2 -0.1 0.0
H 1.6531 -3.4835 1.0813 0.1 0.1 0.1
```
Forces are in eV/Å.

***

Entry 3:
Computed, not measured: a molecular structure, C26H29N7O3SSr, with ωB97M-V/def2-TZVPD.

LUMO	-0.1	eV
2S+1	1
electronic energy	-2046.195067	Eh
highest occupied orbital energy	-6.687	eV
energy above the lowest of the compared OMol25 structures with the same formula, charge and spin	4.95	kJ/mol
strongest force on any atom	0.3	eV/A

Structure (XYZ):
```
67
Properties=species:S:1:pos:R:3:forces:R:3
Sr 0.5970 -0.8621 -0.6272 0.0 0.0 0.0
N 5.0574 0.7985 -1.7299 -0.1 0.0 0.0
C 3.9431 0.0061 -1.4398 0.1 0.1 0.0
S 2.5718 0.2883 -2.4890 0.0 0.0 0.0
N 4.1035 -0.7911 -0.4363 0.0 0.0 0.0
N 3.0076 -1.5812 -0.0964 0.0 0.0 -0.1
C 3.3361 -2.5919 0.6208 0.0 0.0 0.0
C 2.4752 -3.6635 1.1006 0.0 0.0 0.0
C 3.0442 -4.5338 2.0429 0.0 0.0 0.0
C 2.3699 -5.6249 2.5453 0.0 0.0 0.0
C 1.0813 -5.8836 2.0688 0.0 0.0 0.0
C 0.4966 -5.0642 1.1307 0.0 0.0 0.0
C 1.1554 -3.9185 0.6154 0.0 0.1 0.0
O 0.5637 -3.1525 -0.2391 0.0 0.0 0.1
H 5.1114 1.0599 -2.7014 0.0 0.0 0.0
H 5.9131 0.4102 -1.3581 0.0 0.0 0.0
H 4.3905 -2.6774 0.8949 0.0 0.0 0.0
H 4.0551 -4.3273 2.3795 0.0 0.0 0.0
H 2.8334 -6.2737 3.2758 0.0 0.0 0.0
H 0.5365 -6.7468 2.4350 0.0 0.0 0.0
H -0.4965 -5.2691 0.7481 0.0 0.0 0.0
O -6.4141 1.9986 -0.6959 0.0 0.0 0.0
C -5.4598 2.4061 -1.6561 0.0 0.0 0.0
C -4.2177 1.5712 -1.5200 0.0 0.0 0.0
C -3.1702 1.7318 -2.4190 0.0 0.0 0.0
C -2.0332 0.9673 -2.2569 0.0 0.0 0.0
N -1.8828 0.0723 -1.2797 0.0 0.0 0.0
C -2.8885 -0.0868 -0.4148 0.0 0.0 0.0
C -4.0698 0.6430 -0.5040 0.0 0.0 0.0
C -2.6926 -1.0861 0.6760 0.0 0.1 -0.1
C -3.7601 -1.8353 1.1504 0.0 0.0 0.1
C -3.5336 -2.7679 2.1525 0.0 0.0 0.0
C -4.6484 -3.6391 2.6780 0.0 0.0 0.0
O -5.9402 -3.1124 2.4469 0.0 0.0 0.0
C -2.2389 -2.9102 2.6338 0.0 0.0 0.0
C -1.2339 -2.1298 2.0903 -0.1 0.0 0.0
N -1.4479 -1.2278 1.1354 0.0 -0.1 -0.1
H -7.1832 2.5711 -0.7590 0.0 0.0 0.0
H -5.1874 3.4589 -1.5195 0.0 0.0 0.0
H -5.8491 2.2928 -2.6740 0.0 0.0 0.0
H -3.2327 2.4431 -3.2331 0.0 0.0 0.0
H -1.1988 1.0739 -2.9425 0.0 0.0 0.0
H -4.8570 0.5066 0.2217 0.0 0.0 0.0
H -4.7515 -1.7182 0.7356 0.0 0.0 0.0
H -4.4806 -3.8406 3.7403 0.0 0.0 0.0
H -4.6177 -4.6002 2.1614 0.0 0.0 0.0
H -6.0773 -2.3606 3.0319 0.0 0.0 0.0
H -1.9998 -3.6293 3.4071 0.0 0.0 0.0
H -0.2115 -2.2432 2.4319 0.0 0.0 0.0
N 0.5412 1.6170 0.4460 0.0 0.1 0.1
C 1.2195 2.4569 0.0229 0.1 -0.1 -0.2
N 1.9916 3.4086 -0.4551 0.0 0.0 0.1
C 1.7462 3.8772 -1.8332 -0.1 -0.1 0.1
C 2.1558 5.3442 -1.9506 0.0 0.0 -0.1
C 3.3564 5.6633 -1.0443 0.0 0.0 0.0
C 4.1956 4.4111 -0.8140 0.0 0.0 0.0
C 3.4054 3.3944 0.0000 0.0 0.1 -0.1
H 0.6860 3.7400 -2.0434 0.0 0.0 0.0
H 2.2952 3.2300 -2.5195 0.0 0.0 0.0
H 1.3182 5.9970 -1.7010 0.0 0.0 0.0
H 2.4108 5.5367 -2.9951 0.0 0.0 0.0
H 3.0012 6.0278 -0.0767 0.0 0.0 0.0
H 3.9576 6.4624 -1.4788 0.0 0.0 0.0
H 5.1162 4.6424 -0.2776 0.0 0.0 0.0
H 4.4901 3.9695 -1.7694 0.0 0.0 0.0
H 3.4109 3.6700 1.0558 0.0 0.0 0.0
H 3.8345 2.4009 -0.1250 0.0 -0.1 0.0
```
Forces are in eV/Å.

***

Entry 4:
Computed, not measured: 2 unconnected molecules or ions with the total composition C3H4P2 in a non-equilibrium geometry, with ωB97M-V/def2-TZVPD.

LUMO	-0.8	eV
2S+1	1
electronic energy	-799.241577	Eh
highest occupied orbital energy	-8.236	eV
energy above the lowest of the compared OMol25 structures with the same formula, charge and spin	265.74	kJ/mol
strongest force on any atom	6.6	eV/A

Structure (XYZ):
```
9
Properties=species:S:1:pos:R:3:forces:R:3
C -1.1237 0.3326 0.9148 -2.3 2.8 4.6
C -1.0296 -0.2790 -0.1775 3.3 -2.1 -5.3
C 1.0309 -0.2645 -0.9340 -2.7 -2.1 -0.3
P 1.9581 1.0952 -0.3024 0.5 0.3 0.4
P 2.2055 -0.7641 0.4325 -0.5 0.7 -0.7
H -2.1345 0.5345 1.4603 1.6 -0.7 -1.1
H -0.3306 0.8711 1.4667 0.1 -0.6 -0.6
H -1.7424 -0.7683 -0.8806 0.7 0.5 1.0
H 1.1662 -0.7576 -1.9799 -0.6 1.1 2.0
```
Forces are in eV/Å.

***

Entry 5:
Computed, not measured: 3 unconnected molecules or ions with the total composition C4H14NO3 in a non-equilibrium geometry, with ωB97M-V/def2-TZVPD.

LUMO (alpha / beta)	-0.1 / -0.1	eV
2S+1	2
electronic energy	-441.154098	Eh
highest occupied orbital energy (alpha / beta)	-3.911 / -7.586	eV
energy above the lowest of the compared OMol25 structures with the same formula, charge and spin	201.63	kJ/mol
strongest force on any atom	1.5	eV/A

Structure (XYZ):
```
22
Properties=species:S:1:pos:R:3:forces:R:3
O -1.6010 2.1039 1.1065 -0.3 0.5 -0.4
C -0.6758 1.5769 1.8156 -0.1 -0.9 -0.1
C 0.4307 0.8844 1.1063 0.4 0.5 -0.4
N -0.0760 0.5147 -0.3093 0.6 0.6 0.0
C 0.5706 1.1804 -1.4490 0.1 1.0 -1.1
C 1.0321 -0.2876 1.8616 -0.2 -0.7 -1.1
H -0.6288 1.5866 2.9089 -0.1 0.0 0.0
H 1.2090 1.6117 0.8133 0.5 -0.2 0.2
H -0.0234 -0.4658 -0.5042 -0.3 -0.9 0.2
H -1.0346 0.8674 -0.3132 -0.7 0.1 0.5
H -0.1950 1.4651 -2.1700 -0.1 -0.1 0.1
H 1.3069 0.6234 -2.0260 -0.1 -0.6 0.6
H 1.0739 2.0988 -1.1673 -0.1 0.1 0.4
H 1.8521 0.1105 2.4487 -0.1 -0.5 0.5
H 1.3932 -1.0746 1.1871 0.7 0.6 -0.2
H 0.2594 -0.8909 2.3434 0.0 0.7 0.9
H -1.9861 -1.6852 -1.1170 0.0 0.0 0.1
H -2.4873 -1.2269 -2.4757 -0.1 0.1 0.0
O -1.9853 -0.9271 -1.7104 -0.1 -0.2 -0.3
H 0.2954 -2.8817 -1.5441 0.3 -0.8 -0.4
H 0.9016 -2.7967 -0.0636 0.2 -0.6 -0.2
O 0.3685 -2.3875 -0.7416 -0.5 1.3 0.6
```
Forces are in eV/Å.

***

What is the 2S+1 in the first record?
2

***

Which of these has the highest strongest force on any atom?
C3H4P2